Formula: C6H12NO2P
Source: the OMol25 dataset
Level of theory: wB97M-V/def2-TZVPD

The geometry in XYZ format:
```
22
Properties=species:S:1:pos:R:3:mulliken_charge:R:1
C 0.74 0.53 -1.80 -0.371
C 1.33 0.70 -0.45 -0.888
C 0.10 0.65 0.34 0.070
C -0.71 -0.44 -0.34 0.498
C -0.21 -1.82 0.21 -1.260
C 0.45 0.52 1.84 -1.093
N -0.34 -0.20 -1.78 0.692
O -0.98 -0.67 -2.69 -0.752
O 1.26 1.68 2.05 -0.517
P -2.58 -0.22 -0.31 -0.126
H 1.32 0.67 -2.78 0.360
H 1.88 -0.18 -0.17 0.382
H 1.85 1.71 -0.36 0.308
H -0.43 1.65 0.27 0.419
H -0.80 -2.77 -0.10 0.376
H -0.42 -1.75 1.38 0.312
H 0.84 -2.08 -0.12 0.284
H 0.97 -0.30 2.05 0.594
H -0.57 0.55 2.35 0.283
H 1.85 1.54 2.81 0.325
H -3.01 -0.81 -1.56 0.076
H -2.55 1.05 -0.81 0.027
```

Computed properties:
- Lowest unoccupied orbital energy: 0.602 eV
- ΔE to the lowest compared entry with this formula, charge and spin: 500.2 kJ/mol
- Highest occupied orbital energy: -8.521 eV
- SMILES: C[C@@]1(P)[C@@H](CO)CC=[N+]1[O-]
- Gap between HOMO and LUMO: 9.1 eV
- Multiplicity: 1